[1]
{"formula": "C6H13NO", "method": "wB97M-V/def2-TZVPD", "max_force_ha_per_bohr": 0.0337, "lumo_energy_ev": 0.96, "relative_energy_kj_mol": 150.2, "spin_multiplicity": 1, "charge": 0, "e_tot_ha": -366.376712, "smiles": "C=C(CC)[C@@H](O)NC", "homo_energy_ha": -0.335, "elements": ["C", "C", "C", "C", "C", "O", "N", "C", "H", "H", "H", "H", "H", "H", "H", "H", "H", "H", "H", "H", "H"], "coordinates": [[0.20838, 2.11718, -1.19714], [0.09270, 0.87661, -0.75181], [-0.35952, -0.35230, -1.61609], [0.75572, -1.38630, -1.72117], [0.30634, 0.52088, 0.70497], [0.36986, 1.64480, 1.56062], [-0.70896, -0.43685, 1.09403], [-0.47483, -1.06988, 2.38003], [0.04147, 2.35869, -2.23428], [0.49791, 2.93484, -0.55398], [-1.25992, -0.82615, -1.22382], [-0.60079, 0.04228, -2.60293], [0.94320, -1.84699, -0.75515], [1.67590, -0.91977, -2.06574], [0.47548, -2.16558, -2.42792], [1.28000, 0.02714, 0.81840], [-0.39316, 2.20891, 1.38396], [-1.61807, 0.01943, 1.09475], [-1.30490, -1.74046, 2.59637], [0.44342, -1.65369, 2.31335], [-0.37024, -0.35278, 3.20354]], "atomic_forces_ev_per_a": [[0.0307, -0.0395, -0.1769], [-1.0209, -1.3911, -0.1484], [0.6909, 1.4252, 0.0641], [-0.1686, 0.0757, -0.0578], [-0.2662, -0.2719, 0.0159], [0.2151, 0.2199, 0.1395], [0.0448, 0.0940, 0.1420], [0.0307, 0.2195, 0.1125], [-0.0977, -0.0049, -0.1929], [0.1148, -0.0070, 0.0998], [0.1260, 0.2496, 0.1384], [0.0219, -0.0430, -0.1549], [0.0295, -0.1060, 0.0967], [0.1113, -0.0089, -0.0610], [0.0573, -0.1018, 0.0005], [-0.1106, 0.0420, 0.0266], [0.0360, -0.0563, -0.0564], [0.0897, -0.0578, -0.1305], [0.0582, -0.0666, 0.0519], [-0.0062, -0.0855, 0.0771], [0.0132, -0.0855, 0.0139]], "nbo_charge": [-0.41, 0.01, -0.42, -0.60, 0.19, -0.72, -0.64, -0.41, 0.20, 0.21, 0.23, 0.20, 0.21, 0.20, 0.21, 0.18, 0.46, 0.35, 0.20, 0.19, 0.18]}



[2]
{"formula": "C28H28ClN4O5S5V", "method": "wB97M-V/def2-TZVPD", "max_force_ha_per_bohr": 0.0243, "lumo_energy_ev": [0.78, 1.94], "relative_energy_kj_mol": 207.5, "spin_multiplicity": 2, "charge": -1, "e_tot_ha": -5074.038887, "s_squared": 1.11, "homo_energy_ha": [-0.186, -0.184], "elements": ["V", "C", "N", "C", "C", "N", "C", "C", "C", "C", "C", "C", "C", "S", "C", "C", "C", "C", "C", "C", "S", "H", "H", "H", "H", "H", "H", "H", "H", "H", "H", "H", "H", "H", "H", "H", "H", "H", "H", "S", "C", "C", "C", "C", "N", "C", "C", "C", "S", "C", "N", "H", "H", "O", "S", "C", "C", "C", "C", "H", "H", "H", "H", "H", "H", "H", "H", "O", "Cl", "O", "O", "O"], "coordinates": [[-0.75445, -0.30413, -0.03105], [0.91185, 1.13729, 1.80576], [0.42357, -0.24064, 1.76225], [1.55232, -1.17853, 1.59981], [1.22780, -2.33967, 0.65654], [0.68332, -1.86279, -0.62514], [1.76217, -1.35563, -1.50695], [0.00774, -2.94782, -1.32178], [0.67982, -4.13477, -1.59371], [0.06342, -5.17425, -2.26846], [-1.24992, -5.03373, -2.69446], [-1.93056, -3.86693, -2.43829], [-1.31550, -2.80413, -1.76518], [-2.20730, -1.33702, -1.58547], [-0.32305, -0.54943, 2.96123], [0.08695, -0.14626, 4.22345], [-0.68011, -0.43948, 5.33924], [-1.85588, -1.15940, 5.20611], [-2.25818, -1.59716, 3.96080], [-1.49647, -1.29614, 2.83195], [-1.98359, -1.78973, 1.23764], [1.67106, 1.28604, 2.58188], [0.08178, 1.82349, 1.98713], [1.37061, 1.38915, 0.84946], [1.85054, -1.59555, 2.57240], [2.40254, -0.63311, 1.18216], [0.48561, -3.00688, 1.11077], [2.16490, -2.89969, 0.50909], [2.51811, -2.15142, -1.63428], [2.03246, 0.58988, -1.19599], [1.30031, -1.13528, -2.48038], [1.70811, -4.24766, -1.27959], [0.60777, -6.08711, -2.46150], [-1.73224, -5.83429, -3.23521], [-2.95624, -3.73967, -2.75033], [0.99648, 0.42064, 4.35004], [-0.35673, -0.09649, 6.31014], [-2.45984, -1.37547, 6.07471], [-3.17011, -2.15991, 3.83532], [-2.26102, 1.27118, 0.46512], [-2.40574, 2.24816, -0.94475], [-3.42004, 3.18821, -1.06922], [-3.49059, 4.00932, -2.18890], [-4.56823, 4.90466, -2.32174], [-5.48108, 5.59468, -2.42216], [-2.49439, 3.92323, -3.19089], [-1.49393, 2.97049, -3.07923], [-1.45848, 2.11743, -1.98099], [-0.26664, 0.90292, -1.88004], [-2.52226, 4.77184, -4.31667], [-2.54108, 5.43603, -5.25349], [-4.15803, 3.28235, -0.28705], [-0.72530, 2.89448, -3.83496], [2.44656, -0.27153, -0.98829], [4.97818, -2.06807, 0.06080], [5.53771, -1.61560, -1.61628], [6.67946, -0.64117, -1.39731], [6.16873, 0.31198, -0.32401], [5.68381, -0.56122, 0.82354], [4.70299, -1.13731, -2.12858], [5.82218, -2.52577, -2.14091], [6.93513, -0.12028, -2.31961], [7.56321, -1.17672, -1.03876], [5.32785, 0.88191, -0.72278], [6.93797, 1.00485, 0.01726], [4.91386, -0.07640, 1.42028], [6.49914, -0.88095, 1.47729], [1.99177, 4.35561, 0.47671], [1.16487, 3.70854, -0.47931], [1.83427, 2.49446, -0.89906], [0.92927, 4.53239, -1.60585], [-0.07695, 3.34619, 0.12528]], "atomic_forces_ev_per_a": [[-0.5374, -0.8081, -0.0302], [0.4426, 0.9228, 0.1378], [0.0100, -0.0328, 0.2149], [0.7100, -0.6056, -0.2002], [0.3780, -0.2532, 0.9033], [-0.0401, 0.1181, 0.0037], [0.4974, -0.1379, -0.7994], [-0.5048, -0.5100, -0.4759], [0.0806, 0.0384, 0.1091], [0.1685, -0.0340, 0.0089], [0.0494, -0.0354, 0.0157], [0.1336, -0.0032, 0.0434], [0.2442, 0.0538, -0.0603], [-0.5365, -0.0902, -0.4130], [-0.7465, -0.3865, 0.6571], [0.0872, 0.1201, -0.0830], [0.0922, 0.0114, 0.0354], [-0.0078, -0.0554, 0.0486], [0.1625, 0.0608, -0.0752], [0.3059, 0.1630, 0.0280], [-0.4570, -0.4361, 0.0175], [0.0053, -0.1294, -0.0227], [0.2007, -0.1800, -0.0803], [-0.1005, -0.0197, 0.1745], [-0.0856, 0.1467, -0.1548], [-0.2136, -0.0443, 0.1552], [0.1507, 0.1990, -0.1606], [-0.2270, 0.0809, -0.0593], [-0.3177, 0.1530, 0.0262], [0.0282, -0.1152, -0.0269], [0.0893, -0.0986, 0.2188], [0.0806, -0.0499, 0.0830], [0.0529, -0.0426, -0.0205], [-0.0781, -0.1012, -0.0098], [-0.0791, 0.0035, -0.0719], [0.0843, 0.0658, -0.0038], [0.0298, 0.0341, 0.0933], [-0.0583, -0.0277, 0.0937], [-0.1133, -0.0492, -0.0174], [-0.6201, 0.5119, 0.2850], [0.3670, -0.0931, -0.2139], [-0.1636, 0.3049, -0.3376], [0.9481, -0.7728, 0.2585], [-0.7103, 0.5382, -0.0551], [-0.1029, 0.1518, -0.0062], [0.0473, -0.7290, 0.8015], [-0.2076, 0.2116, -0.0732], [-0.3171, 0.1888, 0.1398], [0.0609, 0.0637, -0.4909], [-0.0483, 0.4231, -0.6450], [-0.0004, 0.1252, -0.1231], [-0.0763, 0.0094, 0.0260], [-0.0200, 0.0313, -0.0354], [0.0491, 0.3925, 0.0865], [0.1681, -0.1384, 0.0032], [-0.2087, -0.2235, 0.1457], [-0.0536, 0.0727, -0.0542], [0.0924, -0.0270, 0.0214], [-0.1163, -0.2499, 0.1942], [0.0537, 0.0364, -0.1168], [0.0340, 0.0250, -0.0385], [0.0402, 0.0343, -0.0496], [-0.0016, 0.0204, -0.0400], [0.0273, 0.0736, 0.0198], [-0.0201, 0.0739, -0.0166], [0.0284, 0.0651, 0.0306], [-0.0466, 0.1634, -0.0431], [0.6152, 0.6234, 0.6394], [0.1797, -0.2189, 0.3586], [0.7697, -0.3646, -0.4142], [-0.0802, 0.6630, -0.9891], [-0.6683, 0.0884, 0.4298]], "mulliken_charge": [0.81, -1.21, 2.13, -1.34, -1.13, 2.73, -1.62, -0.71, -0.54, -1.00, -0.61, -0.89, 1.21, -0.45, -1.16, -0.48, -0.95, -0.56, -0.78, 1.19, -0.38, 0.39, 0.42, 0.18, 0.27, 0.47, 0.61, 0.51, 0.52, 0.16, 0.28, 0.36, 0.39, 0.37, 0.47, 0.39, 0.39, 0.37, 0.47, -0.66, 1.01, -1.14, 0.70, -0.28, -0.58, 0.44, -0.96, 0.37, -0.06, -0.24, -0.58, 0.52, 0.54, -0.54, -0.18, -0.34, -0.73, -0.57, -0.43, 0.08, 0.49, 0.33, 0.30, 0.17, 0.37, 0.24, 0.43, -0.76, 1.79, -0.77, -0.69, -0.58]}



[3]
{"formula": "C4H10NP", "method": "wB97M-V/def2-TZVPD", "max_force_ha_per_bohr": 0.0476, "lumo_energy_ev": 0.95, "relative_energy_kj_mol": 266.8, "spin_multiplicity": 1, "charge": 0, "e_tot_ha": -554.383114, "homo_energy_ha": -0.271, "elements": ["C", "C", "C", "C", "N", "P", "H", "H", "H", "H", "H", "H", "H", "H", "H", "H"], "coordinates": [[1.65736, 1.86682, -1.06916], [-1.61832, -0.84291, -0.73563], [1.14329, -0.64778, -0.11586], [-0.80733, 1.23280, 0.96025], [1.62811, 3.01067, -0.88269], [-0.30414, 0.39649, -0.43520], [-0.15676, 0.72669, -1.81769], [-1.76475, -1.41649, 0.17900], [-1.33435, -1.50271, -1.55644], [-2.55012, -0.33930, -0.98642], [1.82461, -0.11684, 0.54619], [1.64538, -0.87443, -1.05493], [0.80628, -1.56356, 0.37166], [-0.07722, 1.95410, 1.31472], [-1.79722, 1.66567, 0.83149], [1.54010, 3.98412, -0.67538]], "atomic_forces_ev_per_a": [[0.9613, 0.8103, -0.1965], [0.1217, 0.1053, 0.1647], [-0.0838, 0.0260, 0.1500], [0.5104, 0.3861, -0.8387], [0.0963, 0.5201, -0.0049], [-1.3583, -2.0073, 0.3392], [-0.0822, 0.3141, 0.2036], [-0.0393, -0.0212, -0.0542], [-0.0218, 0.0058, -0.0174], [-0.0543, 0.0248, -0.0437], [0.0207, -0.1289, -0.0421], [0.0391, -0.0095, 0.0291], [-0.0163, 0.0525, -0.0055], [0.0075, 0.0413, 0.2069], [-0.0877, -0.0327, 0.1304], [-0.0132, -0.0867, -0.0208]], "nbo_charge": [0.27, -0.95, -0.94, -1.16, -0.70, 1.27, -0.09, 0.24, 0.22, 0.23, 0.25, 0.24, 0.23, 0.21, 0.22, 0.45]}



Please write out number 3 again, unchanged.
{"formula": "C4H10NP", "method": "wB97M-V/def2-TZVPD", "max_force_ha_per_bohr": 0.0476, "lumo_energy_ev": 0.95, "relative_energy_kj_mol": 266.8, "spin_multiplicity": 1, "charge": 0, "e_tot_ha": -554.383114, "homo_energy_ha": -0.271, "elements": ["C", "C", "C", "C", "N", "P", "H", "H", "H", "H", "H", "H", "H", "H", "H", "H"], "coordinates": [[1.65736, 1.86682, -1.06916], [-1.61832, -0.84291, -0.73563], [1.14329, -0.64778, -0.11586], [-0.80733, 1.23280, 0.96025], [1.62811, 3.01067, -0.88269], [-0.30414, 0.39649, -0.43520], [-0.15676, 0.72669, -1.81769], [-1.76475, -1.41649, 0.17900], [-1.33435, -1.50271, -1.55644], [-2.55012, -0.33930, -0.98642], [1.82461, -0.11684, 0.54619], [1.64538, -0.87443, -1.05493], [0.80628, -1.56356, 0.37166], [-0.07722, 1.95410, 1.31472], [-1.79722, 1.66567, 0.83149], [1.54010, 3.98412, -0.67538]], "atomic_forces_ev_per_a": [[0.9613, 0.8103, -0.1965], [0.1217, 0.1053, 0.1647], [-0.0838, 0.0260, 0.1500], [0.5104, 0.3861, -0.8387], [0.0963, 0.5201, -0.0049], [-1.3583, -2.0073, 0.3392], [-0.0822, 0.3141, 0.2036], [-0.0393, -0.0212, -0.0542], [-0.0218, 0.0058, -0.0174], [-0.0543, 0.0248, -0.0437], [0.0207, -0.1289, -0.0421], [0.0391, -0.0095, 0.0291], [-0.0163, 0.0525, -0.0055], [0.0075, 0.0413, 0.2069], [-0.0877, -0.0327, 0.1304], [-0.0132, -0.0867, -0.0208]], "nbo_charge": [0.27, -0.95, -0.94, -1.16, -0.70, 1.27, -0.09, 0.24, 0.22, 0.23, 0.25, 0.24, 0.23, 0.21, 0.22, 0.45]}